ORCA calculation (ωB97M-V/def2-TZVPD) on a cluster of 2 separate species, C7H16 in total.

Element x y z (Å)
C -0.082 0.151 0.175
C 1.403 0.031 -0.027
C 2.164 -0.272 1.227
C 1.995 1.304 -0.668
C 1.694 -1.194 -0.817
H -0.609 -0.932 0.374
H -0.244 0.839 1.164
H -0.652 0.634 -0.599
H 3.283 -0.268 1.137
H 2.147 0.511 1.925
H 1.785 -1.178 1.816
H 3.177 1.234 -0.316
H 1.724 2.083 0.097
H 1.915 1.378 -1.954
H 1.392 -1.024 -1.774
H 2.747 -1.358 -1.049
H 1.163 -2.094 -0.377
C -3.146 -0.067 0.090
C -4.490 0.037 -0.052
H -2.370 -0.762 -0.346
H -2.618 0.888 0.491
H -5.049 -0.793 -0.457
H -5.016 0.900 0.295

The energy above the lowest of the compared OMol25 structures with the same formula, charge and spin comes out at 3.925 eV. The value obtained for the highest occupied orbital energy is -10.041 eV. The spin multiplicity is 1. The calculation puts the total energy at -7514.973 eV. The calculation puts the LUMO energy at 0.8 eV. As for the net charge: 0. Its structure (SMILES) is CC(C)(C)C.C=C. The molecular weight is 100.20 g mol⁻¹. As for the HOMO-LUMO gap: 10.84 eV.